# 1
Formula: C5H31N2O10
Source: the Open Molecules 2025 dataset
Level of theory: ωB97M-V with the def2-TZVPD basis set

Geometry as XYZ:
```
48
Properties=species:S:1:pos:R:3:forces:R:3:lowdin_charge:R:1
N 0.8683 -2.3134 -1.1083 -0.60 0.34 -0.12 0.20
C 1.7384 -1.2473 -0.5444 1.57 1.09 -0.70 -0.31
C 2.6740 -0.7504 -1.6478 -1.53 0.76 -1.80 -0.04
C 0.8072 -0.1686 -0.0219 -0.07 -0.54 0.90 -0.17
N -0.1660 -0.8498 0.8258 0.29 1.43 -1.16 -0.07
C -1.3860 -0.1254 0.9773 -0.29 0.45 0.04 -0.18
C -2.4707 -0.6513 0.0261 0.91 -1.33 1.73 -0.21
O -2.1829 -1.5660 -0.7226 -0.58 0.45 -0.60 0.00
H 0.2334 -1.8806 -1.7886 0.43 0.24 -0.33 0.13
H 0.1486 -2.6747 -0.4660 0.75 -0.41 0.71 0.11
H 1.3975 -2.9816 -1.6609 -0.18 -0.46 0.27 0.15
H 2.4933 -1.5483 0.1842 -1.04 -0.92 0.69 0.15
H 2.0328 -0.2911 -2.4214 0.10 0.36 0.25 0.08
H 3.1638 -1.5031 -2.2697 0.47 -0.36 0.82 0.09
H 3.3535 0.0352 -1.3327 0.15 -0.23 0.25 0.10
H 0.2804 0.3256 -0.8463 -0.02 -0.24 -0.13 0.13
H 1.3413 0.6210 0.5172 0.34 -0.16 -0.10 0.11
H 0.2188 -1.4913 1.4902 -0.30 0.26 0.59 0.10
H -1.7598 -0.0194 2.0011 -0.23 -0.68 -0.01 0.11
H -1.2665 0.9384 0.7516 0.23 0.07 -0.26 0.11
H -3.5014 -0.3987 0.2988 -0.19 0.33 -0.62 0.13
H -1.0078 0.0835 4.0226 0.18 -0.27 0.19 0.02
H -1.0278 1.5200 4.4087 0.20 0.11 0.30 0.05
O -0.5348 0.7069 4.5862 -0.20 0.23 -0.58 -0.04
H -1.0405 4.7448 -0.0283 -0.05 0.07 0.08 0.05
H -0.3341 4.0100 1.1386 0.10 0.29 -0.22 0.01
O -0.1761 4.5478 0.3436 -0.53 0.04 -0.10 -0.06
H 3.2307 -0.5557 3.1402 -0.03 1.11 0.95 0.05
H 1.7938 0.3728 3.3363 0.92 0.25 1.06 0.00
O 2.3188 -0.3306 2.9688 -0.99 -1.55 -1.94 -0.04
H -2.5820 -0.5836 -4.0296 0.11 0.37 -0.28 0.06
H -2.1566 -0.9617 -2.6623 0.12 0.26 0.35 0.01
O -1.9746 -0.2901 -3.3390 -0.20 -0.67 -0.16 -0.06
H -3.4876 1.8684 -1.3603 0.13 0.02 -0.23 0.07
H -2.2644 1.3820 -2.2017 -0.29 -0.17 -0.14 0.03
O -2.5894 1.5245 -1.3030 0.08 0.22 0.42 -0.05
H 1.2125 2.7143 -0.5977 0.03 -0.02 -0.10 0.01
H 1.6037 4.0690 -1.0196 0.18 0.28 0.31 0.05
O 1.9952 3.2780 -0.6305 -0.02 -0.59 -0.22 -0.06
H 0.3221 -2.4032 -4.4878 0.05 0.05 -0.18 0.07
H 1.7002 -1.8883 -4.0034 -0.17 -0.03 -0.29 0.05
O 0.9475 -2.4393 -3.7596 0.11 -0.02 0.07 -0.04
H 1.4112 2.8781 1.3322 0.20 0.26 0.20 0.02
H 1.0977 2.2607 2.7307 0.11 0.06 0.11 0.03
O 0.7539 2.8341 2.0451 -0.11 -0.36 -0.05 -0.05
H -0.7621 -3.9707 2.0429 -0.24 -0.20 -0.14 0.07
H -1.5886 -3.5388 0.7725 -0.10 -0.11 0.34 0.05
O -0.7212 -3.5226 1.1929 0.22 -0.08 -0.17 -0.04
```
Positions in Å, forces in eV/Å.

HOMO level: -11.98 eV
total charge: +1
orbital gap: 9.55 eV

# 2
Formula: C5H31N2O11
Source: the Open Molecules 2025 dataset
Level of theory: ωB97M-V with the def2-TZVPD basis set

Geometry as XYZ:
```
49
Properties=species:S:1:pos:R:3:forces:R:3:lowdin_charge:R:1
O -3.6075 -0.8176 0.3260 0.11 0.05 0.04 0.12
C -2.9556 0.0133 -0.2251 -0.37 -1.11 -1.44 -0.18
C -1.4348 -0.1024 -0.3552 0.59 1.06 0.48 -0.26
C -0.8568 0.8884 -1.3235 1.16 1.15 -0.36 -0.08
C 0.7556 0.9880 -1.2573 -3.13 2.49 0.12 -0.14
C 1.8388 0.0669 -3.1729 0.27 1.74 -1.62 0.16
N 1.1622 0.9641 -2.6035 1.80 -3.10 1.84 0.17
N -0.8092 -1.4106 -0.6036 0.63 -1.39 0.51 0.22
H -3.4041 0.8473 -0.8006 0.04 0.19 0.47 0.15
H -1.1239 0.1804 0.6674 0.21 -0.05 -0.40 0.15
H -1.2038 1.9083 -1.1271 -0.33 -0.35 0.33 0.12
H -1.0764 0.7594 -2.3863 -0.44 -0.60 0.23 0.12
H 0.7836 2.0555 -0.8815 0.62 -0.42 -0.12 0.13
H 1.2963 0.4664 -0.4473 0.63 -0.33 -0.55 0.12
H 2.1991 0.3480 -4.1637 0.17 -0.22 -0.17 0.14
H 2.1606 -0.9162 -2.8068 -0.55 0.06 0.46 0.15
H -0.4792 -1.8330 0.2883 -0.84 -0.10 0.18 0.12
H 0.1256 -1.3401 -1.0133 -0.04 0.27 -0.16 0.12
H -1.2855 -2.1148 -1.1815 -0.65 0.44 0.11 0.16
H -4.0790 -0.0757 2.9582 -0.15 -0.08 -0.09 0.08
H -3.0551 -0.7811 3.8538 -0.17 0.04 0.08 0.08
O -3.2267 -0.5202 2.9406 0.22 0.18 0.42 -0.05
H 1.6357 -2.9162 0.8604 0.01 -0.92 -0.81 0.04
H 1.8379 -1.5058 0.8220 -0.07 -0.01 -1.14 0.01
O 1.6973 -2.2214 0.1633 -0.14 -0.03 1.45 -0.10
H 1.1937 3.9320 -2.2969 0.39 0.45 -0.28 0.05
H -0.0913 3.9094 -1.5605 -0.21 0.56 0.26 0.04
O 0.8112 4.2420 -1.4700 -0.15 -0.94 -0.05 -0.02
H -1.9485 -1.5038 2.1765 -0.73 -1.14 -0.19 0.03
H -0.7919 -0.8663 2.5744 1.17 -0.44 0.30 0.06
O -1.0076 -1.7550 2.2467 -0.48 1.52 -0.22 -0.06
H -0.9668 3.5552 2.1423 0.03 0.26 0.19 0.04
H 0.4928 4.0652 2.1821 -0.03 0.19 0.09 0.05
O -0.0561 3.3094 1.9620 0.00 -0.69 -0.39 -0.05
H 2.2888 0.0370 1.7590 0.01 0.34 0.07 0.07
H 0.9721 0.7792 2.0814 0.25 0.19 0.15 0.06
O 1.3243 -0.0738 1.7937 -0.05 0.40 -0.10 -0.05
H 3.4474 0.0799 -0.7927 0.42 0.01 -0.94 0.00
H 3.7817 -1.4449 -0.2329 -0.14 0.12 -0.92 0.06
O 3.6379 -0.5088 -0.0813 0.21 0.35 2.00 -0.03
H 2.7454 3.0441 -0.2025 0.37 1.16 0.13 0.01
H 4.0405 2.6674 0.7006 0.01 0.68 -0.24 0.07
O 3.2309 2.3830 0.2763 -0.57 -1.75 -0.01 -0.03
H -2.0468 -1.4349 -3.8218 0.13 0.05 0.08 0.07
H -3.2386 -2.0013 -3.1669 -1.06 -0.54 0.12 0.06
O -2.4316 -1.5584 -2.9441 0.94 0.45 -0.17 -0.02
H 0.3212 -2.9991 2.0662 -0.59 -0.19 1.22 -0.02
H 0.8498 -4.1490 3.0382 -0.06 0.03 1.24 0.06
O 0.7500 -3.8544 2.1523 0.57 -0.01 -2.19 -0.03
```
Positions in Å, forces in eV/Å.

HOMO level (alpha / beta): -16.50 / -16.49 eV
total charge: +2
spin multiplicity: 2
orbital gap (alpha / beta): 8.75 / 4.80 eV

# 3
Formula: C5H31N2O9
Source: the Open Molecules 2025 dataset
Level of theory: ωB97M-V with the def2-TZVPD basis set

Geometry as XYZ:
```
47
Properties=species:S:1:pos:R:3:forces:R:3:lowdin_charge:R:1
C 0.7487 -1.5510 0.3473 -2.31 -1.10 0.50 -0.21
O 0.2664 -2.5032 1.3452 -0.88 0.50 0.86 -0.08
C 0.2550 -0.1149 0.4557 1.77 0.56 1.73 -0.40
C 0.8920 0.6562 -0.7377 -1.52 -1.08 -0.64 -0.14
C 0.8620 2.1964 -0.6196 0.40 0.07 -1.32 -0.16
C -0.3234 2.8189 -1.3760 -0.16 -2.30 0.96 -0.08
N -1.5931 2.3566 -0.5885 0.54 -0.29 -2.84 0.19
N 0.7418 0.4824 1.7119 1.66 1.30 -0.03 0.04
H 0.2302 -1.9399 -0.5245 1.20 0.16 -0.84 0.07
H 1.8215 -1.7127 0.5051 -0.22 0.60 -0.96 0.11
H -0.6167 -2.2814 1.7141 0.82 0.05 -0.57 0.09
H -0.8216 0.0256 0.4591 0.31 -0.63 0.12 0.08
H 0.3803 0.3049 -1.6688 -0.22 0.56 0.58 0.11
H 1.8177 0.1348 -0.9691 0.87 0.82 0.53 0.10
H 0.7844 2.4730 0.4319 0.56 0.22 -0.07 0.10
H 1.7402 2.5914 -1.1614 -0.06 0.07 0.78 0.13
H -0.3737 2.3644 -2.3583 -0.27 -0.07 -0.16 0.12
H -0.3448 3.8795 -1.5285 0.02 0.55 0.55 0.12
H -2.1623 3.1720 -0.4637 -0.68 0.11 0.61 0.14
H -2.0766 1.6282 -1.1304 -0.14 0.60 -0.52 0.10
H -1.4329 1.8371 0.2535 0.71 0.72 1.48 0.07
H 0.6040 -0.0354 2.5802 -0.08 -0.36 -0.73 0.08
H 1.7804 0.5947 1.6061 -1.24 -0.26 0.52 0.09
H -1.4826 -1.3083 -1.7197 -0.46 -0.19 0.03 0.06
H -2.6783 -1.0169 -0.6528 1.05 -0.28 -0.86 0.10
O -1.8292 -0.7073 -1.0439 -1.60 0.18 -0.13 -0.06
H 3.9537 -0.7624 1.3329 0.14 0.23 0.30 -0.01
H 4.0487 -1.8510 2.4030 0.27 -0.24 0.29 0.05
O 3.4646 -1.4841 1.7451 -0.27 0.01 -0.20 -0.05
H -2.9907 -0.5391 3.1858 0.14 0.22 -0.13 0.09
H -1.8424 0.3267 3.7595 -0.67 -0.60 -1.38 0.11
O -2.2719 0.0472 2.8973 0.43 -0.35 1.82 -0.06
H -1.2871 2.3922 2.7408 0.45 0.89 -0.26 0.04
H -2.3238 1.5450 2.2347 -0.10 1.65 -0.58 0.02
O -1.9812 2.4933 2.0739 -0.34 -2.02 0.67 -0.11
H -4.0157 0.8763 -2.2879 -0.19 0.44 -0.55 0.04
H -4.2077 2.0310 -1.3755 -0.48 0.37 -0.14 0.03
O -4.1354 1.8456 -2.3210 0.55 -0.90 0.74 -0.05
H 0.6046 -2.6372 -4.0678 -0.20 0.14 -0.19 0.06
H 1.1347 -2.6114 -2.6684 0.32 -0.23 0.64 0.02
O 0.4186 -2.2659 -3.1994 -0.31 0.30 -0.44 -0.06
H 4.1460 0.1658 -0.3390 -0.41 0.43 -0.80 0.05
H 3.9167 1.6131 0.3422 -0.50 0.28 -0.60 0.04
O 4.3609 0.7751 0.3600 1.01 -0.61 1.09 -0.02
H 0.3164 -3.9100 -0.3343 0.98 -0.35 -0.42 0.04
H -0.0306 -4.0148 -1.7862 0.88 -0.32 0.14 0.05
O 0.7546 -4.1041 -1.2006 -1.77 0.16 0.44 -0.08
```
Positions in Å, forces in eV/Å.

HOMO level: -11.97 eV
total charge: +1
orbital gap: 8.85 eV

Going through the records in order, we get M values of 279.31 295.31 263.31 g mol⁻¹.